[1]
Molecular formula: C14H22BClF4InO14P2S
Method: DFT, the ωB97M-V functional and the def2-TZVPD basis

LUMO, Ha: 0.063
HOMO energy, eV: -4.0
Gap between HOMO and LUMO, eV: 5.7

The geometry in ORCA input format:
```
! RIJCOSX wB97M-V def2-TZVPD def2/J DEFGRID3
* xyz -1 1
C -2.12 1.82 -5.09
C -0.77 1.64 -6.02
B 0.55 1.09 -5.22
O 1.31 -0.05 -5.84
In 1.39 1.89 -3.26
P 3.84 1.23 -3.17
S 4.33 1.09 -1.29
P 0.27 0.97 -1.19
O -1.04 2.05 -0.67
Cl -0.76 -0.87 -1.67
H -2.87 2.48 -5.73
H -2.69 0.79 -4.91
H -1.92 2.39 -4.07
H -0.59 2.64 -6.62
H -1.05 0.80 -6.82
H 0.80 -0.90 -5.67
H 1.25 3.68 -3.31
H 4.74 2.20 -3.77
H 4.03 -0.04 -3.81
H -1.09 1.88 0.33
C 9.17 0.30 -1.20
C 8.62 -1.08 -1.07
O 7.29 -0.95 -1.53
C 7.33 0.07 -2.44
O 6.44 0.29 -3.25
O 8.48 0.80 -2.33
F 8.59 -1.46 0.22
H 8.94 0.93 -0.34
H 10.25 0.31 -1.37
H 9.15 -1.83 -1.67
C -4.63 1.47 2.37
C -3.38 1.01 3.05
O -2.84 2.21 3.56
C -3.91 3.01 3.81
O -3.87 4.01 4.50
O -5.04 2.56 3.18
F -2.51 0.50 2.15
H -4.46 1.81 1.35
H -5.40 0.69 2.36
H -3.54 0.30 3.86
C -1.23 -4.16 -0.84
C -2.03 -5.18 -1.57
O -1.10 -6.18 -1.87
C -0.17 -6.11 -0.88
O 0.65 -6.99 -0.64
O -0.26 -4.95 -0.17
F -2.51 -4.67 -2.73
H -0.72 -3.46 -1.51
H -1.83 -3.58 -0.13
H -2.85 -5.60 -0.98
C -4.04 1.85 7.68
C -4.85 0.83 6.96
O -3.91 -0.18 6.65
C -2.98 -0.11 7.64
O -2.17 -0.99 7.88
O -3.08 1.06 8.35
F -5.33 1.33 5.80
H -3.54 2.55 7.01
H -4.64 2.42 8.40
H -5.67 0.40 7.54
*
```


[2]
Molecular formula: C30H39AuBIN7O3S
Method: DFT, the ωB97M-V functional and the def2-TZVPD basis

Energy relative to the best compared isomer or geometry (same formula, charge and spin), kJ/mol: 48.4
LUMO, Ha: -0.161
HOMO energy, eV: -11.1
Gap between HOMO and LUMO, eV: 6.7

The geometry in ORCA input format:
```
! RIJCOSX wB97M-V def2-TZVPD def2/J DEFGRID3
* xyz 1 1
Au -0.63 -0.40 0.13
C 5.66 -1.19 -1.05
C 4.33 -1.96 -1.11
C 4.55 -3.36 -1.68
C 3.32 -1.19 -1.90
C 3.16 -1.11 -3.30
C 2.14 -0.22 -3.49
N 1.70 0.18 -2.27
N 2.44 -0.41 -1.29
B 0.87 1.42 -1.97
N -0.70 1.29 -2.11
C -1.42 1.82 -3.10
C -2.76 1.73 -2.79
C -2.83 1.13 -1.53
N -1.57 0.87 -1.14
C -4.10 0.87 -0.78
C -4.81 -0.37 -1.33
C -3.93 0.85 0.74
N 1.11 1.83 -0.51
C 1.76 2.91 -0.07
C 1.59 3.00 1.30
C 0.78 1.92 1.66
N 0.55 1.20 0.54
C 0.23 1.75 3.05
C -1.10 1.03 3.15
C 1.30 1.26 4.04
H 6.39 -1.73 -0.45
H 5.51 -0.20 -0.62
H 6.07 -1.06 -2.05
H 3.94 -2.04 -0.09
H 5.00 -3.31 -2.67
H 3.61 -3.91 -1.77
H 5.23 -3.93 -1.05
H 3.73 -1.62 -4.07
H 1.70 0.17 -4.39
H 1.17 2.33 -2.69
H -0.93 2.26 -3.95
H -3.60 2.10 -3.36
H -4.73 1.73 -1.01
H -4.20 -1.26 -1.22
H -5.04 -0.24 -2.39
H -5.75 -0.53 -0.80
H -3.32 0.01 1.08
H -4.90 0.76 1.21
H -3.47 1.78 1.09
H 2.27 3.55 -0.76
H 1.96 3.77 1.96
H 0.02 2.79 3.35
H -1.08 -0.04 2.91
H -1.85 1.49 2.50
H -1.48 1.10 4.18
H 1.65 0.25 3.82
H 0.89 1.26 5.05
H 2.17 1.91 4.03
I 0.39 -3.05 -1.85
C 0.98 -2.88 0.13
C 1.78 -3.89 0.64
C 2.19 -3.84 1.96
C 1.79 -2.77 2.75
C 0.99 -1.81 2.19
N 0.60 -1.85 0.91
H 2.06 -4.71 0.00
H 2.81 -4.63 2.36
H 2.07 -2.69 3.79
H 0.62 -0.98 2.77
C -8.14 -3.99 0.02
C -6.69 -3.71 0.29
C -5.69 -4.28 -0.49
C -4.35 -4.01 -0.25
C -4.02 -3.14 0.78
C -4.99 -2.56 1.58
C -6.32 -2.85 1.33
S -2.33 -2.76 1.05
O -2.20 -1.98 2.26
O -1.56 -3.96 0.93
O -2.03 -1.81 -0.16
H -8.26 -4.85 -0.64
H -8.62 -3.14 -0.46
H -8.68 -4.19 0.94
H -5.96 -4.96 -1.29
H -3.57 -4.47 -0.85
H -4.71 -1.90 2.39
H -7.09 -2.42 1.96
*
```


[3]
Molecular formula: C3H9NO2S
Method: DFT, the ωB97M-V functional and the def2-TZVPD basis

Energy relative to the best compared isomer or geometry (same formula, charge and spin), kJ/mol: 138.4
LUMO, Ha: 0.026
HOMO energy, eV: -9.4
Gap between HOMO and LUMO, eV: 10.1

The geometry in ORCA input format:
```
! RIJCOSX wB97M-V def2-TZVPD def2/J DEFGRID3
* xyz 0 1
O 0.69 0.31 1.94
C 1.07 -0.02 0.86
N 0.53 -0.99 0.05
C 0.52 -0.74 -1.39
C -0.33 0.46 -1.85
S 0.16 2.13 -1.22
H 2.07 0.27 0.49
H -0.29 -1.50 0.29
H 1.52 -0.84 -1.81
H 0.02 -1.59 -1.86
H -0.41 0.52 -2.93
H -1.35 0.30 -1.51
H 1.48 1.95 -1.27
H -1.16 0.16 3.35
H -2.63 0.07 3.42
O -1.87 -0.51 3.43
*
```


Which of these has the lowest HOMO energy?
C30H39AuBIN7O3S